(1)
This record from the OMol25 dataset describes C23H33N6OS as an isolated structure at a distorted geometry. The level of theory is the ωB97M-V functional and the def2-TZVPD basis.

Geometry as ORCA input:
```
! RIJCOSX wB97M-V def2-TZVPD def2/J DEFGRID3
* xyz 1 1
S -3.419 2.003 0.575
O 3.047 2.330 -0.286
N -0.307 2.630 -1.996
N -1.393 2.412 -2.355
N 0.233 1.945 -1.245
N 0.275 0.011 1.009
N 2.281 0.424 2.534
N -1.846 1.502 -1.792
C -0.533 -1.485 -0.926
C 1.601 -0.531 2.981
C -0.923 -2.828 -0.517
C 2.831 0.795 -1.807
C 3.325 0.638 1.686
C -0.666 -0.187 -0.094
C 2.933 -0.377 -2.504
C 3.146 0.413 0.343
C -0.387 -3.868 -1.301
C -5.432 0.331 1.175
C 2.989 1.160 -0.572
C -2.501 -2.875 -0.726
C -4.976 -0.010 -0.165
C 0.123 1.346 1.720
C 3.074 -1.394 -1.555
C 3.012 3.596 -0.952
C 1.217 1.795 2.602
C -0.807 0.794 -0.978
C 0.659 -1.246 1.858
C -3.240 0.887 -1.972
C -3.871 0.933 -0.499
C 3.308 -1.150 -0.129
C -4.637 1.577 1.809
H -1.656 -0.248 0.657
H 0.544 -1.491 -1.102
H -0.803 -2.981 0.683
H -0.441 2.043 1.094
H -3.356 -0.019 -2.046
H -3.630 1.520 -2.379
H 3.167 4.580 -0.443
H -2.913 -2.600 -1.784
H 3.237 -2.454 -1.696
H 3.527 -1.961 0.511
H 1.193 0.468 0.166
H 0.674 -3.920 -1.082
H 2.178 3.578 -1.602
H -5.521 -0.493 -0.684
H -0.833 -1.385 -1.945
H 3.868 3.556 -1.748
H -4.793 1.806 3.020
H -6.237 -0.068 1.658
H 2.303 -1.416 3.015
H 0.934 -0.495 3.987
H 4.123 -0.112 2.243
H 1.010 -1.858 1.263
H 2.659 1.669 -2.604
H 2.913 -0.623 -3.496
H -2.885 -3.852 -0.398
H -0.675 -4.801 -1.063
H -0.754 0.985 2.643
H 4.073 1.499 2.148
H 1.032 2.200 3.590
H -0.333 -1.521 2.160
H -3.063 -1.868 -0.344
H -0.469 -3.880 -2.228
H 1.813 2.570 1.884
*
```

The value obtained for the LUMO energy is -2.55 eV. Its molecular weight is 441.62 g/mol. As for the HOMO energy: -0.415 hartree. The energy above the lowest of the compared OMol25 structures with the same formula, charge and spin is 2606.7 kJ/mol. Its gap between HOMO and LUMO is 8.7 eV.

***

(2)
This record from the OMol25 dataset describes one molecule with the formula C23H33NO5 at a distorted geometry. The level of theory is the ωB97M-V functional and the def2-TZVPD basis.

Geometry as ORCA input:
```
! RIJCOSX wB97M-V def2-TZVPD def2/J DEFGRID3
* xyz 0 1
O -0.890 0.862 -4.824
O 2.441 0.421 -3.999
O 1.278 2.182 -3.244
O 2.003 -2.208 -5.691
O -1.621 1.666 3.169
N -1.049 -0.017 -0.652
C -0.676 -1.741 1.092
C -0.452 -1.201 -0.289
C 1.548 -1.600 -4.744
C -0.887 0.437 -1.923
C -0.724 1.854 0.913
C 3.519 1.792 -2.450
C -2.013 -2.499 1.164
C -1.473 -3.739 3.323
C -1.373 2.561 2.109
C 0.527 -1.442 -2.522
C -0.766 0.239 4.864
C -0.722 2.732 5.167
C 0.281 -1.904 -1.192
C 2.287 1.521 -3.286
C 1.259 -2.132 -3.454
C 1.347 -0.044 -4.831
C -2.439 -2.810 2.598
C 3.325 1.116 -1.092
C 0.007 0.328 -4.217
C -0.127 -0.201 -2.842
C -1.711 0.858 0.293
C 1.508 0.487 -6.244
C -0.604 1.584 4.163
H -1.334 -4.658 2.759
H -1.921 -3.427 0.597
H 0.066 2.657 5.911
H -2.346 2.964 1.812
H -2.538 -1.876 3.157
H 1.609 -3.131 -3.242
H -1.377 1.363 -2.181
H 3.201 0.043 -1.220
H 0.665 0.153 -6.843
H -3.425 -3.280 2.567
H -0.740 3.394 2.434
H -0.638 3.696 4.671
H 0.721 -2.842 -0.892
H -0.615 -0.580 4.167
H -2.183 0.283 1.088
H 0.167 1.320 1.254
H -0.669 -0.942 1.834
H 2.429 0.103 -6.675
H 0.137 -2.426 1.331
H 3.629 2.869 -2.322
H -0.414 2.590 0.170
H -1.770 0.164 5.273
H -2.494 1.405 -0.238
H -1.687 2.684 5.664
H 1.525 1.574 -6.230
H 2.439 1.512 -0.600
H 4.189 1.296 -0.457
H 0.385 1.627 3.679
H -2.795 -1.904 0.687
H -1.865 -3.996 4.304
H -0.045 0.149 5.671
H 4.393 1.383 -2.953
H -0.502 -3.269 3.462
*
```

The structure (SMILES) is CCCCC1=CC2=CC(=O)[C@](C)(OC(=O)CC)C(=O)C2=CN1CCCOC(C)C. The value obtained for the LUMO energy is 0.29 eV. Its molecular weight is 403.52 g/mol. As for the HOMO energy: -0.273 hartree. The energy above the lowest of the compared OMol25 structures with the same formula, charge and spin is 72.7 kJ/mol. Its gap between HOMO and LUMO is 7.7 eV.

***

(3)
This record from the OMol25 dataset describes a 7-piece molecular cluster, C23H34BBr3N3O20 overall at a distorted geometry. The level of theory is the ωB97M-V functional and the def2-TZVPD basis.

Geometry as ORCA input:
```
! RIJCOSX wB97M-V def2-TZVPD def2/J DEFGRID3
* xyz 1 1
Br -0.433 -2.003 -1.090
Br 2.096 -0.202 -0.020
Br -2.852 0.445 -1.953
O 0.335 3.809 -2.243
O -4.832 -0.718 3.002
O -9.867 -2.454 -0.010
O -4.014 -4.928 0.174
O 5.559 -0.440 -3.354
O 2.855 3.710 0.873
O 6.752 -0.237 1.792
O 5.381 1.783 -3.451
O 0.404 2.319 -3.929
O 8.559 -0.322 0.450
O 7.536 1.626 0.806
O 1.674 4.180 -3.987
O 7.407 0.838 -3.173
O 4.066 4.000 2.731
O -8.777 -2.258 1.947
O -7.903 -1.396 0.051
O 2.135 5.136 2.463
O -4.956 -6.410 1.575
O -2.843 -5.785 1.898
O -2.769 -1.585 3.744
N -3.387 -1.614 0.365
N -2.745 -0.069 1.829
N -1.984 0.322 -0.290
C -3.214 -6.540 3.062
C -5.551 -1.965 3.038
C 0.202 1.840 0.602
C 1.694 5.391 -3.213
C 4.645 2.882 2.038
C -8.226 -1.558 -1.336
C 8.752 1.943 0.111
C -2.728 -0.458 0.624
C 4.160 -0.148 -3.288
C 1.172 4.916 -1.877
C -9.711 -1.839 -1.292
C 7.545 0.297 1.085
C -4.435 -7.291 2.580
C 0.324 0.484 0.035
C 4.104 3.045 0.646
C -8.845 -2.057 0.779
C 2.944 4.363 2.070
C 0.766 3.340 -3.439
C 6.232 0.735 -3.318
C -0.678 -0.238 -0.390
C 9.136 0.606 -0.484
C -3.947 -5.642 1.125
C 4.093 1.268 -3.813
B -3.532 -0.828 2.906
H 2.701 5.795 -3.159
H 3.945 2.097 0.142
H 0.491 1.803 1.643
H -10.042 -2.507 -2.082
H -6.157 -2.032 3.925
H -10.311 -0.928 -1.322
H -3.860 -1.621 -0.531
H -7.653 -2.398 -1.735
H -4.185 -8.245 2.114
H -4.890 -2.819 3.057
H 8.690 0.440 -1.465
H -0.822 2.172 0.539
H 5.729 2.921 2.071
H -2.239 0.767 2.104
H 3.303 1.857 -3.355
H 10.211 0.463 -0.553
H 1.041 6.126 -3.685
H 4.307 1.961 2.515
H -7.978 -0.659 -1.895
H 0.599 5.674 -1.349
H -3.442 -5.847 3.873
H 3.848 -0.215 -2.245
H 4.742 3.675 0.023
H -6.211 -2.054 2.196
H -2.812 -2.442 0.493
H 3.586 -0.851 -3.886
H -2.197 -2.158 3.211
H 0.875 2.510 0.097
H 8.580 2.708 -0.640
H 3.982 1.311 -4.897
H 1.962 4.548 -1.222
H 9.482 2.309 0.834
H -2.403 -7.194 3.371
H -5.169 -7.460 3.362
*
```

The value obtained for the LUMO energy is -3.97 eV. Its molecular weight is 923.05 g/mol. As for the HOMO energy: -0.463 hartree. Its gap between HOMO and LUMO is 8.6 eV.

***

(4)
This record from the OMol25 dataset describes C23H34BIrN6O4S3 as an isolated structure. The level of theory is the ωB97M-V functional and the def2-TZVPD basis.

Geometry as ORCA input:
```
! RIJCOSX wB97M-V def2-TZVPD def2/J DEFGRID3
* xyz 1 6
Ir -0.864 -0.797 -1.061
S 1.520 -1.194 -1.180
S -1.253 -0.923 1.419
S -1.037 1.549 -1.376
O -4.610 -2.700 -0.807
O -3.000 -1.256 -1.553
O -2.611 -4.760 -0.831
O -1.060 -3.100 -1.105
N 1.327 -0.095 1.778
N 2.598 1.082 -2.320
N 1.891 1.384 -0.271
N -2.193 2.666 0.879
N -0.150 1.959 1.202
N 1.004 -2.139 2.485
C -0.997 -3.698 2.718
C -4.424 3.634 1.320
C 2.384 2.584 -0.728
C 0.510 -3.528 2.846
C -4.204 1.710 -0.224
C 1.202 -4.508 1.896
C 3.982 -0.640 -3.438
C -2.139 -3.690 -0.987
C -3.320 3.999 -0.875
C 2.535 -0.573 2.239
C 2.342 -1.830 2.672
C -1.864 2.921 2.198
C 3.585 1.549 -4.538
C 2.027 0.472 -1.253
C -3.555 -2.293 -1.134
C 0.898 -3.789 4.305
C -0.602 2.491 2.387
C 1.694 -0.036 -4.353
C 0.394 -1.062 1.934
C 2.814 2.407 -1.991
C -3.532 2.996 0.258
C -1.128 2.082 0.287
C 2.957 0.471 -3.657
B 1.278 1.331 1.163
H 4.870 -0.247 -2.938
H 0.943 -4.275 0.860
H 0.863 -5.521 2.114
H 2.390 3.469 -0.113
H 3.839 1.093 -5.493
H -4.284 0.989 0.593
H 3.258 3.115 -2.665
H -2.716 3.586 -1.680
H 0.532 -4.774 4.594
H 1.976 2.029 1.850
H 3.048 -2.523 3.092
H 2.288 -4.483 2.001
H 1.958 -0.360 -5.361
H -4.291 4.274 -1.290
H 1.975 -3.779 4.466
H 4.284 -1.041 -4.406
H 0.955 0.765 -4.433
H -2.839 4.905 -0.499
H -1.231 -4.700 3.079
H -2.541 3.375 2.896
H -3.674 1.240 -1.048
H 4.506 1.947 -4.108
H -1.336 -3.628 1.688
H 2.890 2.368 -4.737
H -5.382 3.861 0.857
H 0.010 2.510 3.273
H -1.549 -2.983 3.328
H 1.246 -0.882 -3.838
H 3.433 0.024 2.217
H 0.439 -3.047 4.962
H 3.577 -1.460 -2.847
H -4.612 2.955 2.153
H -5.211 1.950 -0.567
H -4.009 4.571 1.696
*
```

The expectation value of S² is 8.773. The value obtained for the LUMO energy (alpha / beta) is -1.96 / -5.24 eV. Its molecular weight is 757.79 g/mol. As for the HOMO energy (alpha / beta): -0.381 / -0.413 hartree. Its gap between HOMO and LUMO (alpha / beta) is 8.4 / 6.0 eV.

***

(5)
This record from the OMol25 dataset describes a 3-piece molecular cluster, C23H34BN3O2S overall at a distorted geometry. The level of theory is the ωB97M-V functional and the def2-TZVPD basis.

Geometry as ORCA input:
```
! RIJCOSX wB97M-V def2-TZVPD def2/J DEFGRID3
* xyz 0 1
S -6.238 0.778 0.603
O 3.225 3.056 0.810
O 3.763 2.552 -1.514
N -5.147 1.121 -2.018
N -0.210 0.157 -1.518
N 0.269 3.136 -0.831
C 5.997 1.656 0.349
C -1.197 1.156 -1.482
C -3.583 3.131 -1.396
C -6.433 -2.970 -0.318
C 1.269 2.178 -0.836
C -2.195 3.556 -1.124
C 3.042 -1.043 -0.653
C -6.606 -4.329 0.362
C 7.018 1.750 2.684
C 8.859 3.440 2.027
C -5.191 -2.890 -1.197
C -2.638 0.714 -1.790
C 9.981 2.770 2.810
C 2.231 -0.241 -1.109
C -5.723 0.810 -0.947
C -0.992 2.602 -1.140
C -7.984 -5.395 -1.547
C -9.329 -5.323 -0.834
C 6.982 1.035 1.333
C -3.798 1.640 -1.751
C 7.475 3.211 2.636
C 1.002 0.722 -1.175
C -6.798 -5.514 -0.588
B 2.794 2.629 -0.477
H 3.681 -1.851 -0.203
H -5.099 -1.892 -1.631
H -2.812 -0.371 -2.047
H -9.402 -4.438 -0.198
H 7.466 3.609 3.657
H -10.141 -5.272 -1.565
H 6.267 2.686 0.105
H 6.018 1.717 3.130
H 6.691 -0.008 1.502
H 7.981 1.006 0.887
H -6.359 -2.202 0.458
H 7.668 1.187 3.363
H -5.886 -5.662 -1.175
H 6.744 3.803 2.077
H -7.319 -2.723 -0.910
H 3.078 4.028 0.818
H -7.865 -4.523 -2.198
H 10.006 3.133 3.842
H -5.729 -4.527 0.988
H -4.288 -3.090 -0.614
H -9.489 -6.208 -0.214
H 3.302 2.537 -2.383
H 9.868 1.684 2.830
H 8.882 3.097 0.988
H -6.918 -6.422 0.013
H 4.988 1.652 0.757
H -5.234 -3.605 -2.022
H -4.457 3.849 -1.346
H 5.988 1.088 -0.585
H -2.031 4.655 -0.884
H -7.457 -4.271 1.049
H -7.986 -6.271 -2.204
H 9.051 4.517 1.997
H 10.947 2.993 2.352
*
```

The structure (SMILES) is C#Cc1nc2cc(N=C=S)ccc2nc1B(O)O.CCCCCC.CCCCCC. The value obtained for the LUMO energy is -1.14 eV. Its molecular weight is 427.42 g/mol. As for the HOMO energy: -0.336 hartree. The energy above the lowest of the compared OMol25 structures with the same formula, charge and spin is 341.5 kJ/mol. Its gap between HOMO and LUMO is 8.0 eV.

***

(6)
This record from the OMol25 dataset describes C23H34Cl4F2LiMgN3NaO16 as an isolated structure at a distorted geometry. The level of theory is the ωB97M-V functional and the def2-TZVPD basis.

Geometry as ORCA input:
```
! RIJCOSX wB97M-V def2-TZVPD def2/J DEFGRID3
* xyz 1 1
Cl -0.076 -2.979 2.132
Cl 1.195 -1.381 4.201
Cl 1.373 -4.283 4.291
Cl -5.388 1.196 -3.036
Mg -4.973 3.039 -5.176
Na 8.952 5.753 5.953
F 7.470 5.152 6.728
F -4.162 -0.959 5.113
O -5.547 -1.622 -1.713
O -4.376 0.720 1.021
O 0.220 2.442 5.477
O 3.367 -0.866 -2.192
O -2.606 0.445 2.402
O -4.869 3.503 -3.143
O -0.653 1.380 -3.355
O -3.764 5.453 -4.713
O 4.225 -1.825 -0.203
O -0.534 -3.384 -2.816
O -4.637 -0.332 3.007
O -6.891 -1.309 -3.360
O 5.136 1.482 5.414
O -6.728 -3.256 -2.468
O 0.462 3.374 -4.842
O 2.944 0.786 4.941
N 0.150 -0.804 -0.422
N 1.894 -5.281 -1.804
N -6.392 -2.064 -2.516
C 3.536 -0.962 -0.777
C 1.236 -1.744 -3.287
C 2.609 0.224 -0.225
C -2.497 -0.034 3.734
C -3.679 -0.944 3.847
C 1.704 -4.400 -3.028
C 0.363 -2.902 3.844
C 4.032 1.256 4.533
C 3.972 0.279 2.098
C 1.245 -0.043 -1.075
C 4.187 1.610 2.979
C -1.372 2.315 -3.644
C -2.208 -1.813 -0.594
C 0.874 -3.094 -2.506
C 1.950 -0.616 -2.403
C 2.536 0.167 1.374
C -1.614 4.470 -4.812
C -2.773 2.385 -3.204
C -3.545 3.420 -3.552
C -1.160 -0.679 -1.124
C -3.918 0.317 2.048
C -0.840 3.438 -4.463
C -3.021 4.529 -4.395
Li 6.710 2.651 5.890
H 1.922 0.296 -3.119
H 4.102 -0.641 2.782
H 1.011 2.167 4.993
H 5.225 2.076 2.770
H 1.885 1.016 1.794
H 4.847 0.238 1.346
H 0.802 2.537 -4.468
H -1.241 5.292 -5.408
H -3.494 -1.968 3.509
H 0.716 0.926 -1.425
H 1.994 -2.038 -4.112
H -2.644 -2.407 -1.483
H 3.065 1.241 -0.499
H -0.551 -2.940 4.435
H -5.206 4.341 -3.522
H -1.102 -0.708 -2.259
H 4.855 1.202 6.318
H -1.621 0.350 -0.850
H -1.713 -2.508 0.182
H 3.407 2.392 2.698
H -3.141 1.571 -2.594
H 1.028 -5.019 -3.731
H -3.113 -1.250 -0.152
H -2.546 0.809 4.428
H 1.046 -3.028 -1.369
H 2.114 -0.872 1.652
H 2.391 -4.743 -1.066
H 0.351 -1.269 -3.831
H -0.892 -4.022 -2.162
H -1.551 -0.559 3.886
H 0.927 -5.380 -1.429
H 0.250 3.406 5.444
H 2.695 -4.114 -3.517
H 0.063 -0.602 0.581
*
```

The value obtained for the LUMO energy is -5.30 eV. Its molecular weight is 842.57 g/mol. As for the HOMO energy: -0.290 hartree. Its gap between HOMO and LUMO is 2.6 eV.